Molecular formula: C28H36As2InSi
Method: DFT, wB97M-V/def2-TZVPD

```
! RIJCOSX wB97M-V def2-TZVPD def2/J DEFGRID3
* xyz 1 1
C 1.1188 1.5030 -0.4595
C 0.0833 1.8861 -1.3602
C -1.1337 1.9451 -0.6289
H 0.2002 2.0956 -2.4241
C -0.8627 1.5784 0.7163
C 0.5406 1.3408 0.8291
H 1.0734 1.1197 1.7573
H 2.1704 1.3426 -0.7131
H -2.0982 2.2527 -1.0141
H -1.5706 1.5297 1.5433
In -1.7326 -1.3304 0.1633
C -1.3836 -3.1366 -3.0480
H -2.0958 -3.1530 -2.1984
H -0.9835 -4.1415 -3.2222
H -1.8589 -2.8038 -4.0026
Si -0.1451 -1.0853 -3.8997
C 1.6427 -1.2030 -4.3286
C 2.3749 -0.0324 -4.0658
H 1.8418 0.9149 -4.0031
C 3.7492 -0.0922 -3.8313
H 4.2753 0.8211 -3.5512
C 4.4096 -1.3162 -3.9880
H 5.4876 -1.3518 -3.8392
C 3.7078 -2.4706 -4.3596
H 4.2623 -3.4015 -4.5205
C 2.3180 -2.4251 -4.5372
H 1.7280 -3.2961 -4.8347
C -1.2716 0.2755 -4.5847
C -0.8522 1.1980 -5.5751
H -0.0118 0.9585 -6.2265
C -1.4771 2.4512 -5.6839
H -1.0725 3.2455 -6.3201
C -2.6477 2.7135 -4.9683
H -3.1693 3.6631 -5.0988
C -3.1915 1.7359 -4.1320
H -4.0944 1.9690 -3.5542
C -2.5458 0.4990 -4.0061
H -3.0004 -0.2753 -3.3871
H 0.0650 -0.4938 -2.5565
H -0.4422 -2.4333 -2.7915
C -2.1665 -3.6601 2.9471
As -1.4841 -1.8527 2.6793
C -2.4993 -0.6909 3.8539
C 0.3367 -1.8828 3.4444
C 0.5027 -1.8015 4.8289
C 1.7981 -1.7904 5.3620
C 2.9053 -1.8647 4.5140
C 2.7409 -1.9480 3.1204
C 1.4525 -1.9615 2.5818
As 1.1380 -2.0906 0.6129
C 2.8754 -1.4963 -0.0816
C 1.3196 -4.0299 0.3956
H -2.8111 -3.9266 2.0971
H -2.7372 -3.6420 3.8856
H -1.3031 -4.3352 3.0114
H -2.9556 -1.3332 4.6175
H -1.7959 0.0267 4.2925
H -3.2626 -0.1769 3.2555
H -0.3664 -1.7415 5.4840
H 1.9380 -1.7111 6.4393
H 3.9073 -1.8439 4.9418
H 3.6144 -1.9795 2.4654
H 3.5883 -2.3176 0.0629
H 2.7651 -1.2637 -1.1477
H 3.1911 -0.6039 0.4720
H 2.2204 -4.3445 0.9350
H 0.4302 -4.5098 0.8164
H 1.4046 -4.2620 -0.6726
*
```

Its LUMO energy is -4.38 eV. Its total energy is -6039.2734 Ha. For the energy relative to the best compared isomer or geometry (same formula, charge and spin), the calculation gives 25.3 kcal/mol. As for the HOMO energy: -8.62 eV. The calculation puts the HOMO-LUMO gap at 4.2386 eV.

***

Molecular formula: C28H36As2O2PdS6Si
Method: DFT, wB97M-V/def2-TZVPD

```
! RIJCOSX wB97M-V def2-TZVPD def2/J DEFGRID3
* xyz -2 1
Pd -1.0694 0.5403 0.3305
O 1.1097 0.8850 -0.3234
As 1.4409 -0.4535 -1.2451
C 2.1590 -1.9260 -0.2470
C 2.7972 -2.9961 -0.8568
C 3.3633 -3.9941 -0.0716
C 3.3199 -3.8902 1.3122
C 2.7079 -2.7975 1.9159
C 2.1131 -1.8150 1.1375
C 0.1126 -0.7935 -2.5919
C 0.1007 -1.9466 -3.3595
C -0.8616 -2.1004 -4.3479
C -1.7944 -1.0964 -4.5711
C -1.7655 0.0636 -3.8060
C -0.8121 0.2248 -2.8100
C 2.9824 0.0347 -2.3417
C 4.2649 -0.0412 -1.8058
C 5.3611 0.3856 -2.5418
C 5.1842 0.8951 -3.8212
C 3.9082 0.9788 -4.3598
C 2.8118 0.5501 -3.6227
H 2.8647 -3.0589 -1.9378
H 3.8442 -4.8443 -0.5417
H 3.7677 -4.6656 1.9241
H 2.6621 -2.7039 2.9946
H 1.5948 -0.9878 1.6079
H 0.8040 -2.7470 -3.1609
H -0.8943 -3.0138 -4.9307
H -2.5520 -1.2226 -5.3366
H -2.4973 0.8467 -3.9680
H -0.8285 1.1076 -2.1725
H 4.4069 -0.4327 -0.8058
H 6.3541 0.3253 -2.1129
H 6.0398 1.2318 -4.3951
H 3.7625 1.3843 -5.3539
H 1.8177 0.6240 -4.0465
C -4.2229 -1.0960 -0.4320
As -3.0933 -0.2595 0.9099
C -3.4506 -1.2462 2.5405
C -4.2004 1.3269 1.2879
S -1.0238 -1.7527 0.3731
H -5.2696 -1.0758 -0.1186
H -3.8708 -2.1112 -0.5865
H -4.1021 -0.5311 -1.3565
H -4.4563 -1.0225 2.9024
H -2.7119 -0.9401 3.2802
H -3.3257 -2.3071 2.3426
H -5.2546 1.0645 1.4127
H -4.0536 2.0383 0.4767
H -3.8231 1.7803 2.2039
C -0.2945 -3.2374 3.6865
S 0.4967 -2.5119 5.1464
C -0.6071 -1.2058 5.4961
C -0.6471 0.0040 4.8490
S 0.2867 0.6314 3.5852
S -1.9449 1.0415 5.4726
C -2.6272 -0.0008 6.6599
S -3.9009 0.4144 7.6580
S -1.8138 -1.4980 6.7284
H 0.3534 -4.0399 3.3279
H -0.4082 -2.4937 2.8949
H -1.2684 -3.6503 3.9489
C -1.5851 5.3971 -0.1980
Si -0.5657 3.7947 -0.2778
C 0.6714 3.8728 1.1334
C 0.4256 3.9231 -1.8949
O -1.5385 2.5285 -0.2668
H -0.9500 6.2906 -0.2140
H -2.1795 5.4159 0.7211
H -2.2772 5.4534 -1.0454
H 1.3057 4.7653 1.0693
H 1.3107 2.9865 1.1204
H 0.1577 3.8814 2.0991
H 1.0112 4.8482 -1.9490
H -0.2454 3.8952 -2.7613
H 1.1126 3.0754 -1.9632
*
```

Its LUMO energy is 4.07 eV. Its total energy is -8517.2000 Ha. For the energy relative to the best compared isomer or geometry (same formula, charge and spin), the calculation gives 0.0 kcal/mol. As for the HOMO energy: -1.24 eV. The calculation puts the HOMO-LUMO gap at 5.3119 eV.

***

Molecular formula: C28H36BrMnO2S5
Method: DFT, wB97M-V/def2-TZVPD

```
! RIJCOSX wB97M-V def2-TZVPD def2/J DEFGRID3
* xyz 0 5
Mn -0.1168 -0.0822 -0.3790
C 0.0614 -0.0098 1.9051
C -0.7598 1.0559 1.5265
C -2.0111 0.4488 0.9949
C -1.8591 -0.9418 1.1062
C -0.6012 -1.2532 1.6617
C -0.1372 -2.6013 2.1585
C -0.2357 -2.5554 3.6930
C -1.0370 -3.7151 1.6217
C 1.3133 -2.8880 1.7588
C -3.3696 1.0564 0.6236
C -4.4061 -0.0611 0.4246
C -3.8763 1.9178 1.7883
C -3.3476 1.8614 -0.6838
C -0.3073 2.4906 1.8151
C -0.6768 2.8226 3.2702
C -0.8969 3.5462 0.8774
C 1.2253 2.5761 1.6818
H 0.9987 0.0838 2.4283
H -2.6105 -1.6678 0.8559
H -1.2373 -2.2614 4.0130
H 0.4794 -1.8469 4.1138
H -0.0203 -3.5436 4.1035
H -2.0568 -3.6241 2.0005
H -0.6493 -4.6839 1.9398
H -1.0696 -3.7025 0.5301
H 1.9855 -2.0862 2.0686
H 1.4051 -2.9991 0.6811
H 1.6443 -3.8143 2.2321
H -4.5417 -0.6575 1.3284
H -4.1387 -0.7231 -0.4008
H -5.3646 0.3969 0.1802
H -3.9020 1.3375 2.7135
H -4.8929 2.2508 1.5706
H -3.2694 2.8019 1.9575
H -2.9050 1.2789 -1.4915
H -2.7892 2.7897 -0.6008
H -4.3725 2.1071 -0.9684
H -1.7551 2.8103 3.4267
H -0.3077 3.8185 3.5237
H -0.2270 2.1037 3.9574
H -1.9446 3.7582 1.0782
H -0.7997 3.2388 -0.1612
H -0.3518 4.4828 1.0026
H 1.7404 2.0604 2.4928
H 1.5347 3.6212 1.7140
H 1.5690 2.1555 0.7347
Br 5.2251 -4.7919 -2.4354
C 3.6448 -3.9774 -3.0890
C 3.3155 -4.1081 -4.4293
C 2.1513 -3.5173 -4.9007
C 1.3249 -2.8118 -4.0397
C 1.6810 -2.6779 -2.7048
C 2.8489 -3.2545 -2.2197
C 0.8323 -1.8560 -1.8006
O -0.4051 -1.7926 -1.9279
O 1.4263 -1.1830 -0.8817
H 3.9645 -4.6619 -5.0932
H 1.8921 -3.6116 -5.9468
H 0.4061 -2.3607 -4.3897
H 3.1289 -3.1292 -1.1829
C 3.4573 0.5095 -2.6032
S 3.2017 1.4280 -1.0637
C 2.2818 2.7874 -1.6816
C 0.9890 2.7622 -2.0586
S -0.0994 1.3982 -2.1979
S 0.3539 4.2940 -2.6223
C 1.7750 5.2590 -2.4010
S 1.8436 6.8622 -2.7241
S 3.0988 4.3261 -1.7978
H 4.0807 -0.3484 -2.3548
H 3.9680 1.1355 -3.3310
H 2.4999 0.1665 -2.9919
*
```

Its LUMO energy (alpha / beta) is -2.08 / 0.03 eV. Its total energy is -6955.0422 Ha. As for the HOMO energy (alpha / beta): -7.62 / -7.67 eV. The calculation puts the HOMO-LUMO gap (alpha / beta) at 5.5392 / 7.7011 eV.

***

Molecular formula: C28H36FNPd
Method: DFT, wB97M-V/def2-TZVPD

```
! RIJCOSX wB97M-V def2-TZVPD def2/J DEFGRID3
* xyz 2 1
Pd 0.0333 -0.7651 -0.0980
C 0.6020 -2.9360 1.0109
C 0.1284 -2.3923 2.2012
C 0.7974 -1.3203 2.8233
C 1.8915 -0.7487 2.2121
C 2.3347 -1.2400 0.9737
C 1.7322 -2.3616 0.4023
H 0.1587 -3.8290 0.5917
H -0.7303 -2.8395 2.6855
H 0.4495 -0.9524 3.7790
H 2.4073 0.0804 2.6781
H 3.2185 -0.8125 0.5175
H 2.1810 -2.8325 -0.4615
C -3.9417 0.8721 -2.7545
C -2.6095 1.5702 -3.0569
C -2.8605 2.7496 -4.0112
C -1.6105 0.5894 -3.6539
C -1.9899 -0.0753 -4.7971
C -1.2144 -1.0953 -5.3442
C -0.0240 -1.5128 -4.7498
C 0.4212 -0.9390 -3.5880
C 1.8066 -1.2173 -3.0684
C 2.7874 -0.2303 -3.7244
C 2.2575 -2.6584 -3.2896
C -0.3710 0.1414 -3.0241
N 0.0685 0.6556 -1.8447
C 0.2111 1.9785 -1.6921
C 0.4076 2.8622 -2.8041
C 0.6293 4.1920 -2.6067
C 0.6872 4.7038 -1.2972
C 0.5551 3.8842 -0.1790
C 0.3388 2.5499 -0.3798
F 0.2090 1.7375 0.6626
H -4.6382 1.5884 -2.3175
H -3.8291 0.0405 -2.0608
H -4.3996 0.4872 -3.6664
H -2.2267 1.9674 -2.1177
H -3.4883 2.4416 -4.8483
H -1.9431 3.1667 -4.4246
H -3.3891 3.5437 -3.4839
H -2.9272 0.1807 -5.2729
H -1.5459 -1.5756 -6.2567
H 0.5662 -2.2776 -5.2344
H 1.8100 -1.0090 -1.9983
H 2.8274 -0.3908 -4.8030
H 3.7891 -0.3815 -3.3220
H 2.5096 0.8120 -3.5496
H 2.4376 -2.8724 -4.3438
H 1.5290 -3.3806 -2.9168
H 3.2050 -2.8267 -2.7766
H 0.4513 2.4330 -3.7956
H 0.7973 4.8492 -3.4483
H 0.8770 5.7596 -1.1494
H 0.6241 4.2741 0.8272
C -4.1714 -1.0578 0.4488
C -2.6913 -1.0044 0.8766
C -2.5254 -0.0637 2.0652
C -1.9105 -0.5642 -0.3304
H -4.7906 -1.3048 1.3122
H -4.3448 -1.8112 -0.3200
H -4.5038 -0.0888 0.0698
H -2.3962 -2.0213 1.1440
H -2.9765 0.9066 1.8392
H -1.4819 0.1072 2.3291
H -3.0306 -0.4623 2.9455
H -2.0516 0.4971 -0.5512
H -2.0529 -1.1882 -1.2171
*
```

Its LUMO energy (alpha / beta) is -9.43 / -9.10 eV. Its total energy is -1370.3993 Ha. For the energy relative to the best compared isomer or geometry (same formula, charge and spin), the calculation gives 0.0 kcal/mol. As for the HOMO energy (alpha / beta): -14.93 / -14.94 eV. The calculation puts the HOMO-LUMO gap (alpha / beta) at 5.4929 / 5.8384 eV.

***

Molecular formula: C28H36N13OSbTl
Method: DFT, wB97M-V/def2-TZVPD

```
! RIJCOSX wB97M-V def2-TZVPD def2/J DEFGRID3
* xyz 1 1
Tl -0.0541 0.0265 0.5836
N -2.7268 0.9551 -1.4653
C -1.8536 0.3079 -2.2789
N -2.0157 0.4362 -3.5838
C -1.1836 -0.3079 -4.3183
N -1.1821 -0.1317 -5.6404
N -0.3767 -1.2678 -3.8188
C -0.2797 -1.2816 -2.5104
N -0.8715 -0.4031 -1.6866
C 0.4791 -2.4085 -1.8928
C 0.9916 -3.4301 -2.6769
C 1.5880 -4.5054 -2.0387
C 1.6420 -4.5207 -0.6548
C 1.1119 -3.4463 0.0431
N 0.5449 -2.4082 -0.5653
H -3.5426 1.3167 -1.9359
H -2.8891 0.5220 -0.5650
H -1.8159 0.5294 -6.0531
H -0.6181 -0.7284 -6.2191
H 0.9070 -3.3729 -3.7516
H 1.9951 -5.3251 -2.6152
H 2.0912 -5.3443 -0.1175
H 1.1481 -3.4083 1.1257
C -4.8434 -1.3773 3.9503
N -4.0676 -1.2859 2.7286
C -4.1990 -2.1805 1.5974
C -3.0793 -1.6859 0.6906
O -2.8515 -2.1237 -0.4099
N -2.4015 -0.6523 1.3309
C -3.0115 -0.4901 2.5274
N -2.5885 0.3766 3.4366
H -5.7831 -1.8749 3.7260
H -5.0846 -0.3840 4.3291
H -4.3225 -1.9450 4.7237
H -5.1670 -2.0926 1.1028
H -4.0323 -3.2254 1.8667
H -1.8025 0.9896 3.2072
H -3.0687 0.4798 4.3120
N -0.3141 1.8380 2.6104
C 0.5194 2.3976 3.2052
C 1.5068 3.0580 3.9111
C 1.3284 4.4367 4.2091
N 1.1340 5.5534 4.4201
C 2.6980 2.3413 4.2125
N 3.6465 1.7130 4.4040
C -1.0706 3.7547 -2.1893
Sb -0.6269 2.9191 -0.2734
C 0.5618 4.5287 0.4600
C -2.4170 3.4301 0.7634
H -0.6854 4.7730 -2.2108
H -2.1509 3.7687 -2.3172
H -0.6232 3.1783 -2.9969
H -0.1126 5.3638 0.6470
H 1.2931 4.8155 -0.2949
H 1.0737 4.2685 1.3827
H -2.8613 4.3046 0.2887
H -2.1585 3.6651 1.7933
H -3.1293 2.6070 0.7517
C 2.9453 1.8675 0.4986
N 2.4441 0.6466 -0.1336
C 2.6263 0.7082 -1.5812
C 3.1185 -0.5151 0.4457
C 2.5739 -0.8709 1.8135
C 3.4400 -1.3160 2.8077
C 2.9586 -1.7229 4.0425
C 1.5973 -1.6919 4.3036
C 0.7183 -1.2327 3.3295
C 1.2170 -0.8264 2.1040
H 2.4154 2.7340 0.1132
H 4.0153 1.9989 0.2957
H 2.8071 1.8152 1.5782
H 2.1136 1.5881 -1.9754
H 2.2065 -0.1812 -2.0517
H 3.6858 0.7782 -1.8578
H 4.1993 -0.3416 0.5174
H 2.9721 -1.3578 -0.2326
H 4.5069 -1.3213 2.6162
H 3.6510 -2.0411 4.8099
H 1.2197 -2.0000 5.2700
H -0.3421 -1.1811 3.5444
*
```

Its LUMO energy is -3.13 eV. Its total energy is -2288.2035 Ha. For the energy relative to the best compared isomer or geometry (same formula, charge and spin), the calculation gives 14.3 kcal/mol. As for the HOMO energy: -9.94 eV. The calculation puts the HOMO-LUMO gap at 6.8113 eV.

***

Molecular formula: C28H36NO
Method: DFT, wB97M-V/def2-TZVPD

```
! RIJCOSX wB97M-V def2-TZVPD def2/J DEFGRID3
* xyz 1 1
C -4.8941 2.6522 4.6798
C -4.0677 1.6681 3.9096
C -3.4114 0.6356 4.5770
C -2.6620 -0.3252 3.8993
C -2.0711 -1.3806 4.7956
C -2.5304 -0.2519 2.4951
C -1.7431 -1.3013 1.7068
C -2.3877 -2.6898 1.8056
C -0.2392 -1.3617 2.1143
C 0.5535 -0.1496 1.8720
C 1.8206 0.1365 2.4139
C 2.3370 1.4791 2.2716
C 1.4875 2.5400 1.6444
C 3.5987 1.8157 2.7355
C 4.4111 0.8756 3.3838
C 5.7871 1.2556 3.8373
C 3.9116 -0.4153 3.5755
C 2.6628 -0.8125 3.1229
C 2.2535 -2.2107 3.4603
C -3.1935 0.7939 1.8182
C -3.1373 0.9201 0.3178
C -3.9395 1.7395 2.5223
H -5.3408 3.3833 4.0007
H -5.7052 2.1578 5.2295
H -4.2974 3.1940 5.4238
H -3.4942 0.5658 5.6649
H -1.6252 -2.2356 4.2860
H -1.3063 -0.9428 5.4586
H -2.8529 -1.7769 5.4666
H -1.7657 -1.0268 0.6417
H -3.4184 -2.6370 1.4437
H -1.8378 -3.4119 1.1913
H -2.4115 -3.0576 2.8360
H -0.1743 -1.5497 3.1957
H 0.2120 -2.2203 1.5807
H 0.0429 0.6332 1.3120
H 2.0270 3.4943 1.6441
H 1.2283 2.2963 0.6065
H 0.5513 2.6912 2.1996
H 3.9615 2.8413 2.6129
H 6.2795 0.3977 4.3084
H 6.4057 1.5813 2.9899
H 5.7696 2.0852 4.5569
H 4.5301 -1.1376 4.1246
H 3.1466 -2.7516 3.8002
H 1.5424 -2.2456 4.3007
H 1.8337 -2.7614 2.6126
H -3.7516 1.7766 0.0082
H -2.1150 1.1020 -0.0489
H -3.5292 0.0277 -0.1939
H -4.4395 2.5450 1.9745
C 2.5864 0.4725 -6.4236
O 1.5050 0.7012 -5.4995
C 1.4289 0.1479 -4.2646
C 0.3176 0.5284 -3.4793
C 0.2371 0.0853 -2.1586
N 1.2008 -0.6371 -1.5692
C 2.1736 -1.1205 -2.3642
C 2.3636 -0.7477 -3.6996
H 2.3071 1.1159 -7.2615
H 3.5565 0.7845 -6.0173
H 2.6282 -0.5742 -6.7495
H -0.4492 1.1719 -3.9000
H -0.6400 0.3225 -1.5485
H 2.8415 -1.8526 -1.8913
H 3.2095 -1.1448 -4.2592
*
```

Its LUMO energy is -5.06 eV. Its total energy is -1218.2741 Ha. As for the HOMO energy: -11.01 eV. The calculation puts the HOMO-LUMO gap at 5.9559 eV.

***

no.,strongest force on any atom (hartree/bohr)
1,0.0744
2,0.0084
3,0.0126
4,0.0070
5,0.0093
6,0.0225